# 1
A single C10H21BI2N5O7P molecule, computed with ωB97M-V with the def2-TZVPD basis set.

The geometry in XYZ format:
```
47
Properties=species:S:1:pos:R:3:forces:R:3:nbo_charge:R:1
C -0.35352 3.66876 1.11849 -0.37 -0.10 0.55 -0.245
O 0.52699 2.55436 0.88898 -0.46 -0.65 -0.53 -0.802
B 0.59041 2.08779 -0.40540 0.62 1.15 0.57 1.313
O 1.15923 2.95961 -1.34085 -0.23 -0.93 -0.18 -0.973
C 0.11965 0.59066 -0.87505 -0.39 2.00 -0.27 -0.401
C -0.98751 0.88731 -1.92947 0.21 -0.48 -0.42 -0.149
I -1.96667 2.81041 -1.95118 0.46 -0.58 0.29 0.243
C -1.49091 0.04773 -2.83319 -0.60 0.14 -0.15 -0.096
C -2.59317 0.41266 -3.82825 0.97 -0.28 -0.14 -0.681
I -0.87566 -1.97372 -2.99176 -0.29 0.23 0.01 0.171
N -0.56062 -0.24584 0.17039 0.99 -1.24 -1.05 -0.554
C -1.74342 0.38690 0.91106 -4.14 1.45 2.35 0.841
O -2.84785 0.21035 0.37234 1.42 -0.85 -1.48 -0.693
O -1.60327 0.91359 2.01055 2.16 -0.27 -0.43 -0.667
C 0.32187 -1.10880 1.01672 0.00 -0.45 0.68 -0.231
C 1.06482 -0.40698 2.17681 0.76 0.56 1.27 -0.260
N 1.02741 -1.16335 3.46507 0.41 0.41 -0.53 -0.809
P -0.78021 -2.46317 1.74158 0.40 -2.72 1.81 2.250
N 0.08569 -3.65759 2.22923 0.32 0.64 -0.25 -1.386
O -1.75016 -3.06338 0.55574 0.54 2.00 0.21 -0.963
O -1.72123 -1.94700 2.92742 -0.54 0.23 -1.60 -0.947
C 1.35853 -1.90403 0.14739 0.00 -0.63 -0.16 -0.089
O 1.67130 -1.40839 -1.15158 -1.37 0.15 -0.43 -0.540
C 1.46002 -0.03384 -1.39288 1.83 0.64 -0.26 0.581
N 1.58084 0.23577 -2.82012 -0.18 -1.12 0.23 -0.856
N 2.65434 0.66027 -0.80745 -0.68 0.00 0.75 -0.870
H -1.39483 3.33804 1.00890 0.29 0.04 0.06 0.200
H -0.17713 4.49225 0.41677 0.21 -0.13 0.24 0.180
H -0.23012 3.95964 2.16692 0.17 0.14 -0.35 0.199
H 1.99655 3.22588 -0.93981 -0.09 0.28 -0.12 0.510
H -3.50734 0.71185 -3.30698 0.13 -0.12 -0.16 0.251
H -2.19598 1.24912 -4.42295 -0.37 -0.05 0.18 0.235
H -2.76926 -0.40291 -4.53546 -0.17 0.09 0.34 0.231
H -1.05167 -0.94832 -0.40905 -0.23 0.30 0.12 0.499
H 0.71993 0.59950 2.42567 -0.46 -0.28 -0.66 0.276
H 2.14399 -0.30855 1.95514 -0.46 0.12 -0.63 0.163
H 1.84151 -1.77153 3.45421 -0.35 -0.34 0.19 0.356
H 1.22986 -0.47856 4.18779 -0.24 -0.06 0.05 0.364
H -0.10400 -3.81976 3.21304 0.32 -0.12 -0.05 0.395
H -1.17337 -3.24796 -0.20283 -0.34 -0.31 -0.13 0.501
H -2.59210 -1.66557 2.59653 0.05 0.28 0.22 0.524
H 1.00612 -2.93884 0.01411 0.17 0.31 -0.18 0.221
H 2.30048 -2.01479 0.70504 -0.38 0.19 0.09 0.203
H 1.92398 1.18112 -2.95132 -0.07 -0.02 0.09 0.396
H 2.25864 -0.43717 -3.16973 -0.05 0.18 -0.20 0.376
H 3.43281 0.27636 -1.33421 0.07 0.15 0.11 0.376
H 2.80677 0.38081 0.16095 -0.07 0.02 -0.02 0.358
```
Forces are in eV/Å.

Results
multiplicity = 1
orbital gap = 0.3031 Ha
energy above the lowest of the compared OMol25 structures with the same formula, charge and spin = 0.826 eV
E = -58660.596 eV

---

# 2
A gas-phase ion, C10H21BrN3O2 (charge +1), computed with ωB97M-V with the def2-TZVPD basis set.

The geometry in XYZ format:
```
37
Properties=species:S:1:pos:R:3:forces:R:3:nbo_charge:R:1
C 0.77991 0.23709 2.37258 0.45 0.16 -0.01 -0.666
C 1.76644 0.55935 1.25659 -0.51 -0.60 0.06 -0.040
C 1.83984 -0.57992 0.27318 -0.12 0.05 0.01 -0.247
N 0.52352 -0.88257 -0.27206 0.27 0.31 -0.47 -0.435
C 0.62711 -2.08871 -1.08627 -0.32 -0.28 0.55 -0.359
C 0.10299 -3.26629 -0.29784 -0.34 -0.78 3.08 0.514
O 0.06016 -3.31912 0.91998 0.11 0.23 -3.13 -0.496
Br -0.46896 -4.79991 -1.36184 0.21 0.50 0.15 0.007
C 0.07044 0.26631 -1.06855 0.44 -0.32 -0.24 -0.066
C -1.29111 0.06580 -1.72920 -0.33 0.58 0.20 -0.397
C -2.48476 0.52543 -0.89905 -0.06 -0.61 -0.15 -0.442
C -2.62509 -0.23011 0.41745 -0.03 0.24 0.07 -0.080
O -2.23245 0.58863 1.52622 -0.06 -0.07 -0.08 -0.757
C 0.04016 1.53936 -0.24907 0.34 -0.30 0.08 -0.259
N 1.32412 1.78017 0.50142 -0.18 0.55 -0.08 -0.191
N 2.39796 2.33869 -0.26384 0.27 -0.15 0.44 -0.624
H 1.08354 0.71245 3.29456 -0.08 0.29 0.24 0.229
H -0.24344 0.46831 2.12322 -0.20 0.08 0.07 0.263
H 0.81222 -0.82702 2.53759 -0.02 -0.43 0.10 0.257
H 2.73736 0.78030 1.66603 0.41 0.21 -0.06 0.247
H 2.55696 -0.38677 -0.53178 0.21 0.12 -0.22 0.170
H 2.22283 -1.43092 0.81277 0.04 -0.38 0.20 0.250
H 0.12529 -2.02355 -2.03880 -0.17 0.03 -0.16 0.245
H 1.65833 -2.34522 -1.30958 0.41 -0.03 -0.17 0.236
H 0.80614 0.42936 -1.87034 0.13 0.00 -0.22 0.173
H -1.44980 -0.96937 -1.98499 0.04 -0.35 -0.06 0.221
H -1.30282 0.60024 -2.67021 0.08 0.18 -0.30 0.229
H -3.37223 0.34924 -1.49028 -0.27 -0.03 -0.26 0.235
H -2.46844 1.58894 -0.71261 -0.03 0.35 0.10 0.211
H -3.64286 -0.56591 0.54512 -0.35 -0.03 0.14 0.193
H -1.99886 -1.11177 0.42455 0.22 -0.26 0.02 0.187
H -3.00188 0.73720 2.07056 -0.20 0.13 0.30 0.496
H -0.08185 2.35904 -0.93714 -0.11 0.50 -0.09 0.228
H -0.75074 1.54425 0.48514 -0.11 -0.01 0.15 0.276
H 1.11773 2.48449 1.20690 0.01 0.10 0.11 0.434
H 2.07820 3.19512 -0.68966 -0.09 0.15 -0.21 0.381
H 2.68404 1.67740 -0.97074 -0.05 -0.09 -0.17 0.377
```
Forces are in eV/Å.

Results
total charge = +1
multiplicity = 1
orbital gap = 0.3735 Ha
E = -89310.927 eV

---

# 3
A molecular structure, C10H21Cl2O3PW, computed with ωB97M-V with the def2-TZVPD basis set.

The geometry in XYZ format:
```
38
Properties=species:S:1:pos:R:3:forces:R:3:nbo_charge:R:1
W 0.21599 -0.48232 -0.99993 2.25 -2.15 2.02 1.030
Cl 2.34704 -0.59981 -1.78280 0.35 -0.20 -0.32 -0.283
Cl 0.02220 -2.81896 -0.13669 0.40 -1.08 -0.08 -0.361
C -1.20381 -0.77457 -2.30339 -1.01 -0.46 -2.05 -0.566
H -1.68128 -0.04367 -2.96134 0.18 -0.20 -0.04 0.177
H -1.55261 -1.78598 -2.54737 -0.15 -0.01 0.36 0.177
C 0.32095 1.41105 -0.11914 -1.21 1.32 -0.99 -0.422
C -0.68540 1.33753 -1.22796 0.31 2.64 1.49 -0.437
H -0.09048 1.40962 0.90177 0.23 0.47 -0.61 0.203
C -0.43092 2.17207 -2.47190 -0.11 0.23 -0.01 -0.408
H -1.72129 1.30314 -0.88639 -0.05 0.23 -0.18 0.209
C 1.05931 2.28455 -2.81601 -0.05 0.29 -0.33 -0.412
H -0.99824 1.78407 -3.33224 0.21 0.06 0.18 0.204
H -0.82142 3.19114 -2.30010 0.04 -0.25 0.00 0.212
C 1.88478 2.84040 -1.65369 0.08 0.14 0.14 -0.400
H 1.46587 1.33017 -3.17051 -0.19 0.21 0.15 0.214
H 1.16106 2.98721 -3.65370 -0.03 -0.17 0.05 0.211
C 1.57709 2.24278 -0.26261 0.53 0.48 0.51 -0.427
H 2.95213 2.70796 -1.85411 -0.12 -0.04 -0.12 0.216
H 1.74074 3.93384 -1.60339 -0.13 -0.37 -0.05 0.199
H 2.44367 1.67897 0.11010 -0.19 0.01 -0.16 0.214
H 1.49657 3.09173 0.43911 -0.10 -0.27 -0.13 0.211
C -2.73771 -1.61479 0.33428 -0.22 -0.27 0.72 -0.256
O -1.89722 -1.44925 1.48375 1.05 0.76 -1.05 -0.837
P -0.21028 -0.96689 1.44242 -0.68 -1.72 2.60 1.728
O -0.33508 -1.01241 3.14445 0.10 -0.25 -2.21 -0.797
C -1.14574 -2.03092 3.73906 -0.64 -0.13 0.97 -0.254
O 1.51290 -1.08201 1.67930 -2.39 0.12 -1.07 -0.806
C 1.97551 -2.10024 2.55701 0.78 -0.13 0.00 -0.253
H -2.42055 -1.10251 -0.59568 0.05 -0.11 0.58 0.186
H -3.70551 -1.19404 0.64004 0.17 -0.15 -0.21 0.197
H -2.84954 -2.69276 0.12524 0.06 0.46 -0.06 0.193
H -2.08890 -1.57450 4.09319 0.40 -0.37 -0.19 0.191
H -1.38469 -2.89266 3.09502 0.22 0.58 0.13 0.196
H -0.58386 -2.41801 4.60067 -0.04 0.30 -0.13 0.184
H 2.09381 -1.68163 3.56384 -0.08 -0.26 -0.18 0.192
H 1.32175 -2.98678 2.56953 0.18 0.33 0.03 0.176
H 2.95314 -2.40154 2.16017 -0.18 -0.03 0.23 0.197
```
Forces are in eV/Å.

Results
multiplicity = 3
orbital gap (spin up / spin down) = 0.2545 / 0.2425 Ha
energy above the lowest of the compared OMol25 structures with the same formula, charge and spin = 2.361 eV
E = -53008.413 eV

---

# 4
A molecular structure, C10H21ClI2N2O2PTl, computed with ωB97M-V with the def2-TZVPD basis set.

The geometry in XYZ format:
```
40
Properties=species:S:1:pos:R:3:forces:R:3:lowdin_charge:R:1
I -4.49585 -2.09082 2.42019 -1.88 -0.24 0.04 0.376
I -5.34620 0.75766 0.97132 0.14 -0.89 0.47 0.318
Tl -2.34243 -0.45160 1.77319 1.92 1.76 0.17 0.334
P -0.14948 -1.23534 -2.08330 4.73 0.52 -0.38 0.693
C -0.89728 -2.27239 -3.38435 -1.74 0.00 0.72 -0.170
C 0.49662 0.14182 -3.04550 -0.36 0.47 0.47 -0.184
H 2.13027 -1.78538 -1.29786 -0.42 0.11 0.09 0.047
H 1.72241 -2.62383 -2.79009 -0.47 0.15 -0.09 0.079
H 1.07515 -3.21303 -1.26262 -0.04 0.17 0.02 0.076
C 1.32216 -2.30348 -1.81969 0.38 -0.44 0.62 -0.229
H 1.20104 0.71567 -2.44216 -0.20 0.05 -0.06 0.061
H 1.03122 -0.30776 -3.88732 -0.18 -0.09 0.05 0.088
H -0.13971 -2.56392 -4.11805 0.14 0.31 0.36 0.092
H -1.71056 -1.71771 -3.86799 0.06 -0.36 -0.05 0.081
H -0.31974 0.76415 -3.41428 0.18 0.15 -0.06 0.079
H -1.27179 -3.16929 -2.87918 -0.18 -0.04 -0.41 0.083
C -1.92825 -0.69149 -1.41757 -4.86 -2.52 -0.65 -0.113
O -3.01385 -1.10123 -1.40469 4.20 2.19 0.37 0.170
Cl 0.48385 -0.22398 0.18603 -1.10 -0.74 -1.50 0.110
C 0.67231 4.10758 1.61230 -0.16 0.31 0.01 -0.033
N 1.08697 3.26847 2.70125 -0.93 -1.03 0.19 -0.091
C 2.40896 3.46059 3.25100 0.33 0.18 0.24 -0.149
C 2.42891 3.08797 4.72037 0.05 0.48 0.22 -0.143
C 1.98359 1.66218 4.82308 0.52 -0.31 -0.02 -0.177
N 0.78309 1.41170 4.07670 -1.28 0.10 -0.71 -0.086
C -0.00315 0.30123 4.57370 -0.04 0.03 0.04 -0.050
C 0.24040 2.27582 3.13873 1.16 -0.19 0.53 -0.464
O -0.91849 2.12498 2.71774 -0.09 -0.37 -0.49 -0.084
H 1.15701 3.86661 0.66376 0.22 -0.08 0.04 0.092
H 0.90006 5.13757 1.88070 -0.11 0.14 -0.22 0.098
H -0.39098 3.97697 1.48592 -0.27 0.18 -0.07 0.080
H 3.16542 2.84756 2.73749 -0.16 0.14 -0.13 0.135
H 2.66319 4.51268 3.09904 0.09 -0.13 0.05 0.130
H 1.81550 3.76177 5.33969 0.06 -0.19 -0.37 0.136
H 3.44721 3.14422 5.09310 0.12 0.14 0.07 0.125
H 1.75761 1.36340 5.84118 0.34 0.06 0.30 0.123
H 2.78653 1.02583 4.43420 0.02 -0.14 0.20 0.135
H 0.41025 -0.67854 4.27806 -0.02 0.30 0.04 0.100
H -0.02861 0.34614 5.66906 -0.10 -0.15 -0.18 0.102
H -1.02168 0.40215 4.20777 -0.07 -0.03 0.07 0.031
```
Forces are in eV/Å.

Results
total charge = +2
multiplicity = 1
orbital gap (spin up / spin down) = 0.1173 / 0.1156 Ha
energy above the lowest of the compared OMol25 structures with the same formula, charge and spin = 1.273 eV
E = -60473.746 eV

---

no.,largest force on an atom (hartree/bohr)
1,0.097
2,0.062
3,0.072
4,0.107